[1]
24
Properties=species:S:1:pos:R:3 method="wB97M-V/def2-TZVPD" charge=+1 largest_force_ev_per_a=4.27 e_homo_ev=-11.05 de_lowest_ev=2.493
C 0.076 -3.163 -1.066
C -0.390 -3.182 0.222
C 0.396 -1.898 -1.609
C -0.644 -2.091 1.008
C 0.281 -0.752 -0.845
C -0.013 -0.807 0.538
C 0.536 0.561 -1.659
C -0.079 0.347 1.324
C 1.021 1.670 -0.800
N 0.534 2.906 -0.765
N 0.259 0.447 2.589
I 2.754 1.169 0.295
I -2.211 3.310 1.232
H -0.086 -4.020 -1.655
H -0.773 -4.040 0.675
H 0.831 -1.909 -2.602
H -1.270 -2.187 1.874
H 1.200 0.458 -2.623
H -0.531 0.988 -2.080
H -0.108 3.344 -1.500
H 0.873 3.664 -0.184
H 0.063 1.296 3.097
H 0.686 -0.393 3.078
H -3.405 4.283 1.456

***

[2]
199
Properties=species:S:1:pos:R:3 method="wB97M-V/def2-TZVPD" largest_force_ev_per_a=4.97 e_homo_ev=-9.24 de_lowest_ev=0.000
C -4.323 5.261 7.443
O -3.139 5.970 7.699
P -2.370 5.965 9.086
O -0.992 6.502 9.004
O -3.413 6.779 10.054
C -3.621 8.187 9.947
O -2.442 4.417 9.608
C -2.173 4.118 10.979
H -5.091 6.018 7.286
H -4.720 4.656 8.259
H -4.202 4.656 6.544
H -2.789 8.854 10.174
H -4.374 8.534 10.655
H -3.883 8.447 8.922
H -2.919 3.419 11.359
H -2.211 5.014 11.598
H -1.161 3.733 11.109
C -2.278 9.085 0.241
O -2.815 7.794 0.409
P -2.543 6.994 1.796
O -3.432 5.836 2.050
O -0.976 6.578 1.731
C -0.343 5.974 2.837
O -2.661 8.230 2.912
C -3.874 8.659 3.359
H -1.344 9.202 0.792
H -3.024 9.854 0.441
H -2.081 9.163 -0.828
H 0.042 4.972 2.650
H -0.955 6.078 3.733
H 0.521 6.601 3.055
H -3.736 9.010 4.382
H -4.747 8.025 3.205
H -4.057 9.562 2.776
C 8.670 -3.552 -3.223
O 7.579 -4.015 -2.399
P 7.687 -4.145 -0.781
O 8.643 -5.181 -0.315
O 6.141 -4.487 -0.406
C 5.651 -4.380 0.941
O 7.848 -2.574 -0.282
C 9.138 -2.002 -0.243
H 9.639 -3.622 -2.730
H 8.617 -2.552 -3.654
H 8.747 -4.238 -4.067
H 5.474 -5.393 1.303
H 4.745 -3.775 0.967
H 6.321 -3.870 1.634
H 9.187 -1.358 0.634
H 9.292 -1.363 -1.113
H 9.890 -2.791 -0.203
C 5.565 0.092 4.182
O 4.391 -0.344 4.833
C 3.150 0.396 4.704
C 3.168 1.641 5.597
O 4.058 2.626 5.223
C 4.173 3.764 6.010
H 5.346 0.119 3.115
H 6.439 -0.469 4.512
H 5.727 1.144 4.417
H 2.398 -0.211 5.208
H 2.912 0.488 3.644
H 3.313 1.254 6.605
H 2.142 2.002 5.665
H 4.855 4.426 5.476
H 4.523 3.565 7.023
H 3.211 4.276 5.987
C -2.301 -4.098 6.097
O -3.682 -3.706 6.345
C -4.667 -4.766 6.260
C -6.079 -4.192 6.308
O -6.454 -3.768 7.633
C -7.526 -2.812 7.748
H -1.677 -3.223 5.909
H -2.227 -4.704 5.195
H -1.884 -4.752 6.863
H -4.504 -5.459 7.086
H -4.572 -5.334 5.335
H -6.715 -5.049 6.087
H -6.136 -3.418 5.543
H -7.286 -1.988 7.076
H -7.393 -2.454 8.768
H -8.542 -3.191 7.632
C 1.497 -0.877 -1.203
O 0.286 -0.518 -0.575
C 0.238 0.802 -0.148
C -1.024 1.131 0.694
O -1.046 0.301 1.925
C -1.916 0.845 2.952
H 1.651 -0.420 -2.181
H 1.433 -1.950 -1.382
H 2.359 -0.638 -0.579
H 0.195 1.393 -1.063
H 1.149 1.105 0.369
H -1.850 0.857 0.038
H -1.222 2.180 0.913
H -2.961 0.800 2.644
H -1.609 1.878 3.116
H -1.853 0.379 3.935
C 3.165 -6.896 -4.501
O 3.416 -8.016 -5.311
C 4.727 -8.668 -5.097
C 4.833 -9.801 -6.128
O 4.154 -10.929 -5.599
C 3.784 -11.782 -6.714
H 2.173 -6.476 -4.666
H 3.883 -6.116 -4.751
H 3.256 -7.068 -3.428
H 4.810 -9.140 -4.118
H 5.503 -7.930 -5.301
H 5.885 -10.052 -6.266
H 4.461 -9.254 -6.994
H 3.060 -12.479 -6.292
H 4.672 -12.299 -7.077
H 3.203 -11.193 -7.424
C 4.882 -2.427 -8.050
O 5.993 -3.327 -8.187
C 5.714 -4.611 -8.805
C 6.955 -5.516 -8.919
O 7.383 -5.711 -10.283
C 6.642 -6.737 -10.887
H 4.136 -2.784 -7.340
H 4.326 -2.314 -8.980
H 5.276 -1.477 -7.688
H 5.297 -4.340 -9.774
H 4.923 -5.118 -8.253
H 6.868 -6.512 -8.487
H 7.816 -5.083 -8.409
H 6.771 -7.704 -10.401
H 7.087 -6.918 -11.865
H 5.597 -6.488 -11.072
C -8.326 2.067 -1.235
O -8.729 1.992 0.092
C -7.663 2.285 1.020
C -7.990 1.693 2.402
O -8.039 0.308 2.463
C -9.113 -0.319 1.725
H -9.000 1.464 -1.844
H -7.313 1.738 -1.466
H -8.469 3.035 -1.714
H -7.651 3.369 1.132
H -6.697 1.938 0.654
H -8.932 2.116 2.752
H -7.162 2.007 3.038
H -10.107 0.049 1.983
H -9.240 -1.351 2.054
H -8.863 -0.315 0.664
C 4.289 6.035 -1.085
C 5.197 6.241 0.065
C 5.212 4.918 0.737
O 5.261 4.024 -0.379
C 4.332 4.512 -1.341
H 4.535 6.722 -1.894
H 3.255 6.238 -0.806
H 5.046 7.007 0.826
H 6.131 6.443 -0.459
H 4.449 4.802 1.506
H 6.122 4.776 1.319
H 3.335 4.083 -1.241
H 4.596 4.333 -2.383
C -1.375 -2.009 -5.746
C -1.527 -2.787 -7.064
C -0.662 -1.970 -7.977
O -0.638 -0.705 -7.410
C -1.333 -0.607 -6.170
H -0.363 -2.260 -5.427
H -2.126 -2.170 -4.973
H -2.572 -2.968 -7.318
H -1.110 -3.793 -7.024
H -1.011 -1.911 -9.008
H 0.257 -2.557 -7.994
H -2.305 -0.112 -6.184
H -0.728 0.006 -5.503
C -5.144 -3.267 -0.530
C -3.797 -3.723 -0.889
C -3.455 -4.718 0.156
O -4.436 -4.619 1.148
C -5.028 -3.333 1.001
H -5.895 -3.990 -0.848
H -5.482 -2.278 -0.838
H -3.049 -2.931 -0.859
H -3.776 -4.163 -1.886
H -2.430 -4.573 0.497
H -3.467 -5.736 -0.234
H -4.516 -2.506 1.492
H -6.023 -3.409 1.439
C -2.177 5.423 -5.490
C -3.646 4.965 -5.494
C -3.849 4.060 -4.244
O -2.633 4.204 -3.521
C -1.821 5.236 -4.010
H -2.024 6.450 -5.823
H -1.547 4.738 -6.056
H -3.811 4.518 -6.474
H -4.214 5.894 -5.450
H -4.054 3.041 -4.573
H -4.753 4.426 -3.758
H -0.783 4.941 -3.858
H -2.007 6.175 -3.490

***

[3]
12
Properties=species:S:1:pos:R:3 method="wB97M-V/def2-TZVPD" largest_force_ev_per_a=1.42 smiles="C=NSCC" e_homo_ev=-8.50 de_lowest_ev=1.145
C 0.696 0.681 2.647
N 0.704 -0.127 1.678
S 0.736 0.682 0.173
C -0.598 -0.261 -0.609
C -0.223 -0.508 -2.091
H 0.651 0.336 3.705
H 0.661 1.748 2.441
H -1.599 0.233 -0.474
H -0.623 -1.198 0.017
H 0.771 -1.042 -2.195
H -0.145 0.451 -2.652
H -1.032 -0.996 -2.641

***

[4]
10
Properties=species:S:1:pos:R:3 method="wB97M-V/def2-TZVPD" spin_multiplicity=3 largest_force_ev_per_a=4.00 e_homo_ev="-7.24 / -9.57" de_lowest_ev=2.240
C -1.065 -0.694 0.098
C -2.312 -0.307 -0.118
C 0.148 0.181 -0.337
N -0.181 1.417 0.180
O -1.291 1.950 -0.239
Cl -3.951 -0.237 0.207
H -0.752 -1.678 0.222
H 1.165 -0.187 0.024
H 0.144 0.119 -1.349
H -0.033 1.531 1.189